Entry 1:
14
Properties=species:S:1:pos:R:3 method="wB97M-V/def2-TZVPD" charge=+1 multiplicity=2 homo_ev="-15.4 / -15.4" relative_energy_kcal_mol=42.22 s2=0.760 e_lumo_ev="-5.38 / -10.50"
O -0.8786 1.6185 -1.1642
C -1.1972 1.3768 0.0028
C -0.2241 0.7182 0.9920
C 1.2041 0.6961 0.5236
O 1.5738 -0.6081 0.0339
H -2.2121 1.4728 0.3192
H -0.1810 1.3719 1.9059
H -0.5739 -0.3868 1.3581
H 1.0841 1.3235 -0.3002
H 1.9246 0.9772 1.2526
H 0.6744 -0.7734 -0.4682
H -0.3302 -3.0009 -0.7567
H -0.1156 -2.0402 -2.0380
O -0.7482 -2.7458 -1.6608

=====

Entry 2:
15
Properties=species:S:1:pos:R:3 method="wB97M-V/def2-TZVPD" smiles="O=CO.OCCO" multiplicity=1 homo_ev=-10.1 relative_energy_kcal_mol=33.50 e_lumo_ev=0.82
O 0.6220 0.5222 1.8012
C 1.1099 1.4366 1.1353
O 0.7412 2.6991 1.2308
H 2.0265 1.3519 0.5356
H -0.1268 2.7587 1.6742
O -0.6492 0.7378 -0.3524
C -0.1450 -0.2596 -1.2106
C -0.7759 -1.6119 -0.8742
O -0.7380 -1.8734 0.5126
H -0.7093 0.3340 0.6239
H 0.9445 -0.3351 -1.0790
H -0.3611 0.0196 -2.2480
H -0.2699 -2.4029 -1.4445
H -1.8341 -1.6106 -1.1446
H 0.1651 -1.7663 0.8399

=====

Entry 3:
16
Properties=species:S:1:pos:R:3 method="wB97M-V/def2-TZVPD" multiplicity=1 homo_ev="-10.2 / -9.7" relative_energy_kcal_mol=93.69 e_lumo_ev="-2.01 / -2.00"
C -1.4627 1.3094 -0.7696
C -1.5847 -0.0262 -0.0990
C -0.1802 -0.6260 0.3935
O 3.5537 0.8738 -0.7850
O 2.3863 0.5390 1.4156
O -0.5482 -1.8668 0.9979
O 0.6323 -0.6398 -0.6746
S 2.8493 0.0475 0.1673
H -1.5553 2.1262 -0.0354
H -2.3645 1.3732 -1.4227
H -0.5145 1.3610 -1.2579
H -2.1351 0.0847 0.8338
H -2.2034 -0.7332 -0.6948
H 0.2815 0.0207 1.0522
H -0.7859 -2.5829 0.3802
H 3.6314 -1.2605 0.4984

=====

Entry 4:
13
Properties=species:S:1:pos:R:3 method="wB97M-V/def2-TZVPD" smiles="C=CCO.S" multiplicity=1 homo_ev=-9.7 relative_energy_kcal_mol=55.60 e_lumo_ev=0.63
C -0.0730 -1.5161 -0.0143
C -0.0104 -0.2249 -0.4093
C -1.2280 0.6187 -0.6050
O -1.8256 0.5186 -1.8553
H -0.9897 -2.0447 -0.1725
H 0.9204 -1.9584 0.1886
H 0.8572 0.3489 -0.4081
H -0.9009 1.7449 -0.7164
H -1.9237 0.5406 0.1789
H -1.2144 0.7149 -2.5849
S 2.7910 1.8448 -0.7207
H 2.5874 0.8670 0.2838
H 2.6457 0.5618 -1.2760

=====

| no. | F_max (hartree/bohr) |
| --- | --- |
| 1 | 0.0799 |
| 2 | 0.0640 |
| 3 | 0.0889 |
| 4 | 0.0969 |